14
Properties=species:S:1:pos:R:3:nbo_charge:R:1 method="wB97M-V/def2-TZVPD" lumo_ev="-1.08 / -1.20" largest_force_ev_per_a=3.07 spin_multiplicity=8 gap_ha="0.113 / 0.097"
Eu 1.2930 -3.3999 -1.9904 0.08
O 0.9037 -1.0339 -1.6218 -1.02
C 0.1827 0.0267 1.4784 -0.69
C -0.6770 1.1550 0.7676 -0.43
C 0.2141 0.1259 -1.4565 -0.11
C -0.5982 0.1189 -0.2050 0.18
H -1.2284 -0.7670 -0.0687 0.24
H -1.6332 1.3194 1.2628 0.25
H -0.0837 2.0499 0.5732 0.25
H 0.4104 0.3387 2.4998 0.30
H 0.8934 1.0019 -1.4247 0.16
H -0.1040 -1.1160 1.5829 0.29
H 1.0094 -0.2043 0.8018 0.29
H -0.5821 0.3846 -2.1995 0.21